Entry 1:
A molecular structure, C22H57Cl2NbO14P3, computed with ωB97M-V/def2-TZVPD.

Positions of all 99 atoms, in Å:
C (-2.346, 5.661, 3.433)
C (-1.547, 6.911, 2.942)
C (-0.696, 6.561, 1.685)
C (0.780, 6.221, 1.985)
C (1.047, 4.736, 2.383)
Nb (0.683, 3.192, 0.754)
C (2.376, 3.937, -0.597)
O (2.378, 3.365, -1.934)
C (1.510, 4.029, -2.829)
C (0.560, 2.965, -3.485)
O (-0.678, 2.873, -2.821)
C (-1.716, 3.641, -3.421)
C (-2.918, 2.672, -3.701)
C (2.163, 1.659, 1.642)
Cl (1.260, 0.524, 2.753)
C (2.913, 0.768, 0.612)
C (4.011, -0.107, 1.317)
Cl (1.811, -0.413, -0.232)
H (-2.217, 5.591, 4.524)
H (-2.037, 4.736, 2.932)
H (-3.422, 5.782, 3.236)
H (-0.932, 7.379, 3.722)
H (-2.293, 7.652, 2.608)
H (-0.688, 7.461, 1.041)
H (-1.235, 5.792, 1.120)
H (1.428, 6.581, 1.170)
H (1.062, 6.840, 2.862)
H (0.439, 4.528, 3.280)
H (2.117, 4.657, 2.674)
H (0.177, 1.857, -0.396)
H (-0.723, 2.594, 1.797)
H (-0.432, 4.273, -0.224)
H (2.327, 5.046, -0.653)
H (3.331, 3.689, -0.092)
H (0.882, 4.792, -2.349)
H (2.094, 4.469, -3.663)
H (0.460, 3.191, -4.561)
H (1.082, 2.003, -3.358)
H (-1.407, 4.184, -4.324)
H (-2.073, 4.339, -2.643)
H (-3.833, 2.960, -3.176)
H (-2.627, 1.687, -3.318)
H (-3.037, 2.590, -4.789)
H (2.946, 2.175, 2.223)
H (3.458, 1.388, -0.110)
H (3.949, -1.127, 0.907)
H (3.846, -0.201, 2.395)
H (5.024, 0.246, 1.080)
C (0.388, -7.098, -0.716)
O (-0.571, -6.816, -1.749)
P (-0.961, -5.188, -1.984)
O (-2.244, -5.383, -2.718)
O (0.314, -4.958, -2.976)
C (0.385, -5.704, -4.183)
O (-1.075, -3.558, -1.684)
C (0.066, -2.888, -1.086)
H (0.591, -8.167, -0.721)
H (1.323, -6.559, -0.900)
H (-0.011, -6.819, 0.261)
H (-0.598, -6.035, -4.517)
H (1.033, -6.572, -4.044)
H (0.823, -5.062, -4.947)
H (0.817, -2.679, -1.847)
H (0.502, -3.494, -0.293)
H (-0.275, -1.948, -0.662)
C (6.823, -4.932, 5.958)
O (6.759, -3.499, 6.048)
P (5.628, -2.734, 5.048)
O (6.201, -1.363, 5.088)
O (4.427, -2.942, 6.135)
C (4.552, -2.335, 7.415)
O (4.521, -2.521, 3.817)
C (3.616, -3.607, 3.540)
H (7.539, -5.288, 6.696)
H (5.845, -5.376, 6.169)
H (7.160, -5.236, 4.965)
H (5.219, -1.474, 7.394)
H (4.925, -3.067, 8.135)
H (3.561, -2.010, 7.729)
H (2.798, -3.603, 4.259)
H (4.130, -4.569, 3.571)
H (3.208, -3.458, 2.541)
C (-4.403, -2.872, -2.980)
O (-4.752, -1.471, -3.031)
P (-5.795, -0.994, -4.264)
O (-5.490, 0.462, -4.246)
O (-7.103, -1.388, -3.362)
C (-7.300, -0.717, -2.124)
O (-6.737, -1.040, -5.650)
C (-7.388, -2.278, -5.982)
H (-3.784, -3.036, -2.104)
H (-5.303, -3.491, -2.901)
H (-3.837, -3.158, -3.864)
H (-6.807, 0.255, -2.105)
H (-6.922, -1.333, -1.307)
H (-8.372, -0.575, -1.987)
H (-8.291, -2.398, -5.382)
H (-6.727, -3.130, -5.823)
H (-7.668, -2.242, -7.034)

## Properties
charge: -1
largest force on an atom: 7.59 eV/A
Kohn-Sham gap: 4.4 eV
LUMO level: 0.00852 Eh

Entry 2:
3 unconnected molecules or ions with the total composition C22H57N6O4P2, computed with ωB97M-V/def2-TZVPD.

Positions of all 91 atoms, in Å:
C (-2.800, 4.580, -1.098)
C (-1.745, 4.370, -0.015)
C (-2.095, 5.078, 1.299)
O (-1.242, 4.684, 2.322)
C (-0.081, 5.606, 2.393)
O (0.963, 4.776, 2.963)
C (2.112, 4.708, 2.174)
C (2.780, 6.070, 1.888)
C (4.190, 6.143, 2.492)
C (2.810, 6.342, 0.366)
C (3.629, 5.320, -0.427)
C (3.303, 7.769, 0.029)
H (-2.755, 5.616, -1.432)
H (-3.792, 4.325, -0.724)
H (-2.552, 3.957, -1.959)
H (-0.790, 4.780, -0.346)
H (-1.562, 3.327, 0.240)
H (-3.119, 4.791, 1.583)
H (-2.108, 6.170, 1.163)
H (0.182, 5.788, 1.328)
H (1.901, 4.148, 1.253)
H (2.835, 4.113, 2.750)
H (2.215, 6.884, 2.339)
H (4.618, 7.126, 2.293)
H (4.844, 5.357, 2.120)
H (4.088, 6.092, 3.576)
H (1.781, 6.267, 0.015)
H (3.201, 4.318, -0.401)
H (3.629, 5.630, -1.474)
H (4.659, 5.245, -0.079)
H (3.651, 8.315, 0.903)
H (4.106, 7.737, -0.707)
H (2.499, 8.366, -0.401)
O (1.260, 2.131, -0.383)
P (1.548, 0.672, -0.241)
N (2.753, 0.697, 0.971)
C (3.757, -0.322, 1.164)
C (2.256, 1.176, 2.263)
N (2.262, 0.391, -1.819)
C (3.694, 0.574, -1.996)
C (1.550, 1.104, -2.876)
N (1.096, -1.032, -0.040)
C (1.468, -2.062, -0.996)
C (-0.341, -1.163, 0.273)
H (3.359, -1.239, 1.627)
H (4.539, 0.071, 1.818)
H (4.255, -0.598, 0.239)
H (1.663, 0.405, 2.780)
H (1.630, 2.061, 2.135)
H (3.087, 1.465, 2.907)
H (4.063, 1.504, -1.541)
H (3.935, 0.597, -3.060)
H (4.261, -0.267, -1.593)
H (1.830, 2.161, -2.931)
H (0.472, 1.052, -2.721)
H (1.763, 0.632, -3.840)
H (1.043, -1.911, -1.992)
H (1.106, -3.022, -0.616)
H (2.550, -2.152, -1.080)
H (-0.966, -0.931, -0.599)
H (-0.618, -0.474, 1.077)
H (-0.580, -2.172, 0.614)
O (-1.465, -5.187, -1.086)
P (-2.824, -5.794, -0.915)
N (-3.380, -4.995, 0.487)
C (-4.372, -5.512, 1.403)
C (-3.569, -3.561, 0.294)
N (-2.334, -7.432, -0.548)
C (-2.091, -7.810, 0.837)
C (-1.207, -7.866, -1.371)
N (-4.414, -6.300, -1.502)
C (-4.868, -7.679, -1.428)
C (-4.670, -5.777, -2.862)
H (-5.397, -5.452, 1.007)
H (-4.336, -4.933, 2.328)
H (-4.177, -6.541, 1.689)
H (-4.489, -3.344, -0.269)
H (-2.729, -3.134, -0.254)
H (-3.621, -3.042, 1.252)
H (-1.484, -7.073, 1.379)
H (-1.573, -8.769, 0.872)
H (-3.023, -7.970, 1.381)
H (-0.247, -7.492, -1.000)
H (-1.324, -7.525, -2.401)
H (-1.174, -8.958, -1.393)
H (-4.261, -8.374, -2.013)
H (-5.892, -7.715, -1.811)
H (-4.913, -8.027, -0.398)
H (-4.055, -6.279, -3.617)
H (-4.441, -4.708, -2.902)
H (-5.719, -5.895, -3.133)

## Properties
charge: -1
largest force on an atom: 5.78 eV/A
ΔE to the lowest compared entry with this formula, charge and spin: 2.697 eV
Kohn-Sham gap: 2.5 eV
LUMO level: 0.05985 Eh

Entry 3:
A molecular structure, C22H58BF3InN6O7P2, computed with ωB97M-V/def2-TZVPD.

Positions of all 100 atoms, in Å:
C (-0.704, 1.727, 11.961)
C (-2.156, 1.781, 12.434)
O (-2.735, 3.058, 12.334)
C (-3.019, 3.434, 10.982)
C (-4.329, 2.864, 10.422)
In (-3.949, 2.268, 8.263)
O (-5.747, 1.899, 7.236)
C (-2.745, 3.900, 7.320)
C (-1.433, 3.439, 6.702)
O (-1.684, 2.676, 5.529)
C (-0.796, 2.907, 4.494)
C (-1.588, 2.909, 3.153)
F (-1.172, 3.921, 2.341)
F (-1.388, 1.767, 2.452)
F (-2.891, 3.072, 3.377)
B (-2.860, 0.235, 8.387)
O (-3.619, -0.869, 8.865)
O (-1.523, 0.010, 8.066)
C (-0.806, -0.781, 9.014)
C (-0.909, -2.304, 8.730)
H (-0.669, 1.815, 10.874)
H (-0.202, 0.802, 12.249)
H (-0.136, 2.563, 12.372)
H (-2.187, 1.517, 13.494)
H (-2.764, 1.044, 11.891)
H (-2.196, 3.184, 10.301)
H (-3.101, 4.523, 10.964)
H (-5.177, 3.537, 10.530)
H (-4.511, 1.914, 10.935)
H (-5.997, 1.028, 7.555)
H (-2.538, 4.645, 8.097)
H (-3.368, 4.413, 6.579)
H (-0.888, 2.860, 7.458)
H (-0.814, 4.329, 6.507)
H (-0.301, 3.880, 4.542)
H (-0.049, 2.110, 4.381)
H (-3.614, -0.826, 9.829)
H (0.251, -0.520, 8.980)
H (-1.225, -0.591, 10.004)
H (-1.359, -2.796, 9.593)
H (0.056, -2.741, 8.482)
H (-1.622, -2.441, 7.920)
O (2.243, -0.579, -2.110)
P (0.772, -0.275, -2.256)
N (0.228, -0.938, -0.766)
C (-0.901, -1.785, -0.448)
C (0.754, -0.289, 0.430)
N (0.523, -1.245, -3.684)
C (-0.318, -2.434, -3.784)
C (1.710, -1.424, -4.519)
N (-0.634, 0.675, -2.604)
C (-0.535, 2.060, -2.133)
C (-2.010, 0.263, -2.690)
H (-1.748, -1.219, -0.035)
H (-0.608, -2.521, 0.307)
H (-1.267, -2.359, -1.294)
H (0.213, 0.640, 0.649)
H (1.811, -0.046, 0.315)
H (0.677, -0.938, 1.304)
H (-0.400, -2.984, -2.846)
H (0.093, -3.146, -4.501)
H (-1.315, -2.194, -4.167)
H (2.361, -2.229, -4.155)
H (2.302, -0.512, -4.562)
H (1.417, -1.655, -5.546)
H (-0.838, 2.160, -1.081)
H (-1.160, 2.724, -2.736)
H (0.492, 2.425, -2.216)
H (-2.562, 0.509, -1.774)
H (-2.150, -0.796, -2.878)
H (-2.494, 0.793, -3.519)
O (5.523, -1.794, -10.031)
P (4.043, -1.541, -10.170)
N (3.536, -2.201, -8.661)
C (2.440, -3.079, -8.320)
C (4.054, -1.520, -7.481)
N (3.810, -2.536, -11.579)
C (3.006, -3.753, -11.652)
C (4.995, -2.690, -12.424)
N (2.599, -0.643, -10.513)
C (2.655, 0.751, -10.065)
C (1.237, -1.103, -10.576)
H (1.578, -2.536, -7.905)
H (2.764, -3.795, -7.558)
H (2.084, -3.677, -9.154)
H (3.484, -0.604, -7.270)
H (5.101, -1.243, -7.613)
H (4.012, -2.155, -6.594)
H (2.953, -4.292, -10.705)
H (3.432, -4.462, -12.363)
H (1.998, -3.552, -12.027)
H (5.675, -3.467, -12.058)
H (5.557, -1.761, -12.488)
H (4.693, -2.945, -13.443)
H (2.362, 0.856, -9.010)
H (2.001, 1.384, -10.670)
H (3.669, 1.150, -10.167)
H (0.688, -0.862, -9.656)
H (1.132, -2.169, -10.747)
H (0.725, -0.602, -11.405)

## Properties
charge: -1
largest force on an atom: 6.82 eV/A
ΔE to the lowest compared entry with this formula, charge and spin: 0.000 eV
Kohn-Sham gap: 5.3 eV
LUMO level: 0.04049 Eh

Entry 4:
A molecular structure, C22H59Be2N5NaO7, computed with ωB97M-V/def2-TZVPD.

Positions of all 96 atoms, in Å:
Na (0.110, -0.699, -4.658)
Be (4.511, 2.004, -0.160)
Be (1.032, 2.266, -2.429)
O (1.922, 1.225, -0.052)
C (1.029, 0.110, 0.151)
C (0.697, -0.757, -1.208)
O (-0.024, -0.186, -2.267)
H (0.063, 0.394, 0.570)
H (1.502, -0.636, 0.790)
H (0.066, -1.500, -0.720)
H (1.650, -1.168, -1.541)
C (-2.169, -5.097, -4.271)
C (-2.236, -3.840, -3.365)
C (-2.142, -4.122, -1.916)
O (-2.818, -5.268, -1.431)
C (-4.106, -5.118, -0.743)
N (-1.246, -2.871, -3.804)
H (-1.167, -5.523, -4.323)
H (-2.561, -4.917, -5.273)
H (-2.782, -5.866, -3.801)
H (-3.217, -3.392, -3.517)
H (-2.400, -3.294, -1.256)
H (-1.101, -4.139, -1.591)
H (-4.800, -4.718, -1.482)
H (-4.002, -4.546, 0.179)
H (-4.472, -6.136, -0.606)
H (-0.372, -3.373, -3.748)
H (-1.134, -2.228, -3.033)
C (6.852, 0.724, 2.142)
C (5.521, 0.243, 2.510)
C (4.706, 1.375, 3.284)
O (4.568, 2.563, 2.390)
C (3.720, 3.508, 2.996)
N (4.799, -0.096, 1.343)
H (7.233, 1.142, 3.074)
H (6.902, 1.500, 1.379)
H (7.533, -0.078, 1.857)
H (5.680, -0.573, 3.215)
H (5.205, 1.617, 4.222)
H (3.774, 0.865, 3.525)
H (2.691, 3.153, 3.064)
H (3.773, 4.417, 2.398)
H (4.086, 3.708, 4.003)
H (3.917, -0.457, 1.676)
H (5.158, -0.981, 1.016)
C (-3.655, 3.223, -2.019)
C (-2.162, 3.506, -2.227)
C (-1.907, 5.008, -2.009)
O (-2.537, 5.718, -3.024)
C (-2.256, 7.107, -3.022)
N (-1.304, 2.648, -1.321)
H (-4.316, 3.887, -2.576)
H (-3.872, 3.280, -0.952)
H (-3.768, 2.189, -2.345)
H (-1.903, 3.248, -3.253)
H (-0.830, 5.149, -1.923)
H (-2.340, 5.374, -1.078)
H (-2.891, 7.698, -2.362)
H (-2.443, 7.394, -4.056)
H (-1.251, 7.506, -2.889)
H (-1.827, 1.785, -1.317)
H (-1.337, 3.070, -0.403)
C (-5.942, 3.077, 1.805)
C (-5.842, 1.489, 1.777)
C (-4.460, 1.021, 2.355)
O (-3.355, 1.565, 1.710)
C (-2.136, 0.982, 2.118)
N (-7.032, 1.088, 2.553)
H (-5.656, 3.514, 2.762)
H (-6.948, 3.447, 1.604)
H (-5.280, 3.466, 1.031)
H (-5.852, 1.129, 0.748)
H (-4.411, -0.065, 2.272)
H (-4.353, 1.211, 3.423)
H (-2.194, 0.559, 3.121)
H (-1.390, 1.777, 2.104)
H (-1.848, 0.195, 1.421)
H (-6.507, 0.650, 3.296)
H (-7.472, 1.878, 3.003)
C (4.460, -3.244, -1.438)
C (4.300, -2.531, -0.123)
C (3.190, -3.222, 0.740)
O (3.138, -2.678, 2.083)
C (2.488, -3.481, 3.057)
N (5.666, -2.548, 0.470)
H (5.326, -2.915, -2.012)
H (3.572, -3.068, -2.044)
H (4.619, -4.319, -1.353)
H (3.886, -1.543, -0.325)
H (3.486, -4.263, 0.869)
H (2.175, -3.152, 0.349)
H (1.869, -2.853, 3.698)
H (3.148, -4.149, 3.610)
H (1.792, -4.268, 2.768)
H (5.800, -3.447, 0.911)
H (6.410, -2.326, -0.177)

## Properties
charge: +4
largest force on an atom: 4.51 eV/A
<S²>: 1.593
2S+1: 2
Kohn-Sham gap (alpha / beta): 2.7 / 2.8 eV
LUMO level (alpha / beta): -0.52610 / -0.52354 Eh

Entry 5:
6 unconnected molecules or ions with the total composition C22H59N7O10PS3, computed with ωB97M-V/def2-TZVPD.

Positions of all 102 atoms, in Å:
C (-2.462, -3.797, 2.266)
P (-2.111, -1.995, 1.629)
O (-1.864, -2.069, -0.117)
S (-3.901, -0.777, 1.925)
O (-4.532, -1.029, 3.316)
O (-3.358, 0.704, 1.965)
N (-5.011, -0.843, 0.580)
S (-5.871, -2.359, 0.493)
O (-5.046, -3.513, -0.199)
O (-7.088, -2.113, -0.480)
N (-6.567, -2.909, 1.997)
C (-7.951, -2.735, 1.882)
S (-9.654, -3.003, 1.694)
H (-1.516, -4.486, 2.207)
H (-2.916, -3.707, 3.357)
H (-3.278, -4.264, 1.567)
H (-2.170, -2.996, -0.352)
C (1.941, 0.323, -3.516)
C (0.974, -0.300, -2.513)
C (0.916, -1.843, -2.592)
O (0.148, -2.346, -3.690)
C (0.858, -2.418, -4.917)
N (-0.356, 0.300, -2.695)
H (1.556, 0.310, -4.539)
H (2.130, 1.373, -3.261)
H (2.905, -0.197, -3.507)
H (1.336, -0.036, -1.511)
H (0.409, -2.206, -1.690)
H (1.919, -2.287, -2.582)
H (1.911, -2.678, -4.772)
H (0.768, -1.473, -5.457)
H (0.392, -3.193, -5.532)
H (-0.976, -0.055, -1.965)
H (-0.750, -0.090, -3.556)
C (3.185, -4.891, 4.923)
C (2.849, -5.377, 3.516)
C (1.457, -4.915, 3.022)
O (0.365, -5.657, 3.572)
C (-0.062, -5.212, 4.851)
N (2.979, -6.840, 3.471)
H (2.640, -5.434, 5.699)
H (4.253, -5.029, 5.128)
H (2.963, -3.824, 5.033)
H (3.596, -4.944, 2.839)
H (1.412, -5.086, 1.939)
H (1.312, -3.838, 3.170)
H (0.023, -4.127, 4.961)
H (0.506, -5.721, 5.632)
H (-1.112, -5.490, 4.973)
H (2.839, -7.150, 2.508)
H (2.174, -7.231, 3.969)
C (-0.998, 2.878, 0.448)
C (0.504, 3.151, 0.441)
C (0.855, 4.652, 0.317)
O (0.724, 5.177, -1.007)
C (-0.596, 5.569, -1.354)
N (1.129, 2.360, -0.628)
H (-1.451, 2.985, -0.542)
H (-1.197, 1.852, 0.779)
H (-1.516, 3.554, 1.136)
H (0.898, 2.800, 1.403)
H (1.915, 4.770, 0.575)
H (0.293, 5.260, 1.036)
H (-1.141, 5.986, -0.502)
H (-1.138, 4.722, -1.778)
H (-0.528, 6.337, -2.130)
H (2.142, 2.478, -0.572)
H (0.885, 2.805, -1.518)
C (-1.618, 4.787, -7.288)
C (-1.754, 3.888, -6.062)
C (-2.888, 4.323, -5.104)
O (-2.561, 5.447, -4.281)
C (-2.753, 6.707, -4.906)
N (-0.459, 3.822, -5.370)
H (-1.160, 5.752, -7.055)
H (-0.983, 4.308, -8.042)
H (-2.594, 4.973, -7.748)
H (-2.001, 2.883, -6.426)
H (-3.075, 3.496, -4.408)
H (-3.829, 4.493, -5.641)
H (-3.614, 6.707, -5.581)
H (-1.848, 7.001, -5.440)
H (-2.929, 7.450, -4.123)
H (-0.533, 3.152, -4.603)
H (-0.324, 4.719, -4.893)
C (4.641, 1.208, 3.809)
C (3.674, 0.585, 4.812)
C (3.616, -0.958, 4.733)
O (2.848, -1.461, 3.635)
C (3.558, -1.533, 2.408)
N (2.344, 1.185, 4.630)
H (4.256, 1.195, 2.786)
H (4.830, 2.258, 4.064)
H (5.605, 0.688, 3.818)
H (4.036, 0.849, 5.814)
H (3.109, -1.321, 5.635)
H (4.619, -1.402, 4.743)
H (4.611, -1.793, 2.553)
H (3.468, -0.588, 1.868)
H (3.092, -2.308, 1.793)
H (1.724, 0.830, 5.360)
H (1.950, 0.795, 3.769)

## Properties
charge: -1
largest force on an atom: 7.91 eV/A
ΔE to the lowest compared entry with this formula, charge and spin: 4.065 eV
Kohn-Sham gap: 7.4 eV
LUMO level: 0.05687 Eh